# 1
The following is a quantum chemistry calculation of an isolated molecule of C8H10ClN3, from OMol25.

Positions of all 22 atoms, in Å:
Cl1 2.80 -1.95 -0.07
N1 -2.76 -1.15 -0.93
N2 -2.38 0.93 0.31
N3 -3.85 -1.12 1.27
C1 -1.38 1.35 -0.74
C2 0.66 -0.26 -0.41
C3 2.15 1.97 0.56
C4 0.96 2.12 -0.21
C5 1.93 -0.41 0.04
C6 -3.01 -0.48 0.28
C7 2.60 0.70 0.67
C8 0.12 1.09 -0.67
H1 -3.06 -2.09 -0.73
H2 -3.34 -0.65 -1.71
H3 -2.00 1.01 1.28
H4 -3.75 -0.55 2.16
H5 0.45 3.00 -0.38
H6 3.60 0.44 1.36
H7 -0.11 -1.03 -0.76
H8 -1.78 0.71 -1.63
H9 2.54 2.98 0.93
H10 -1.44 2.27 -1.19

The multiplicity is 1. As for the molar mass: 183.64 g/mol. The charge is 0. The calculation puts the LUMO energy at 0.58 eV. Its orbital gap is 9.70 eV. The calculation puts the largest force on an atom at 7.30 eV/Å. Its relative energy (zero: lowest compared OMol25 entry of this formula, charge and spin) is 2.605 eV. Its SMILES is [H]/N=C(/N)NCc1cccc(Cl)c1.

# 2
The following is a quantum chemistry calculation of a cluster of 2 separate species, CH4FN2O in total, from OMol25.

Positions of all 9 atoms, in Å:
F1 1.86 -2.06 -1.38
O1 2.16 0.64 -2.15
N1 0.65 0.79 -0.50
N2 1.36 0.76 -1.36
C1 -0.42 1.15 0.30
H1 2.03 -2.97 -1.49
H2 -0.07 1.30 1.32
H3 -1.16 0.34 0.30
H4 -0.88 2.07 -0.07

The multiplicity is 1. As for the molar mass: 79.05 g/mol. The charge is +1. The calculation puts the LUMO energy at -5.22 eV. Its orbital gap is 12.87 eV. The calculation puts the largest force on an atom at 2.85 eV/Å. Its relative energy (zero: lowest compared OMol25 entry of this formula, charge and spin) is 2.465 eV.

# 3
The following is a quantum chemistry calculation of an isolated molecule of C21H26FN7, from OMol25.

Positions of all 55 atoms, in Å:
F1 4.81 -0.12 2.34
N1 -0.05 0.80 1.02
N2 -3.22 -2.29 1.55
N3 -2.27 -0.53 2.28
N4 2.80 0.53 0.44
N5 -2.63 -1.70 0.50
N6 -3.00 -1.59 2.58
N7 -3.28 3.34 -1.13
C1 4.52 0.39 -1.25
C2 -3.43 -1.30 -1.77
C3 -2.51 2.27 -1.03
C4 -1.33 -2.65 -1.34
C5 0.76 1.83 0.40
C6 -1.26 0.48 0.27
C7 -2.03 -0.58 0.99
C8 5.10 -0.05 1.01
C9 -3.73 3.90 -0.02
C10 -2.15 1.70 0.19
C11 -2.73 -2.29 -0.83
C12 5.83 0.16 -1.62
C13 6.40 -0.30 0.65
C14 -3.41 3.43 1.25
C15 2.18 -0.02 1.63
C16 -3.57 -3.56 -0.71
C17 -2.61 2.31 1.35
C18 6.78 -0.20 -0.68
C19 0.73 -0.38 1.35
C20 1.91 1.26 -0.43
C21 4.10 0.29 0.09
H1 -4.56 -3.33 -0.32
H2 -2.16 1.86 -1.97
H3 2.23 0.69 2.47
H4 2.71 -0.93 1.93
H5 -3.58 -1.77 -2.73
H6 -2.33 1.88 2.31
H7 -0.72 -1.77 -1.52
H8 3.81 0.65 -2.01
H9 1.50 0.61 -1.23
H10 -1.42 -3.20 -2.27
H11 2.46 2.08 -0.91
H12 -3.67 -4.02 -1.69
H13 -4.40 -1.02 -1.36
H14 -2.85 -0.39 -1.91
H15 -3.79 3.92 2.13
H16 1.18 2.46 1.19
H17 -4.36 4.77 -0.16
H18 0.72 -1.12 0.52
H19 7.80 -0.39 -0.97
H20 -0.82 -3.28 -0.61
H21 7.11 -0.56 1.42
H22 0.30 -0.85 2.23
H23 -1.03 0.13 -0.76
H24 -3.10 -4.26 -0.03
H25 6.11 0.25 -2.66
H26 0.13 2.47 -0.23

The multiplicity is 1. As for the molar mass: 395.49 g/mol. The charge is 0. The calculation puts the LUMO energy at 0.44 eV. Its orbital gap is 8.22 eV. The calculation puts the largest force on an atom at 1.41 eV/Å. Its SMILES is CC(C)(C)n1nnnc1[C@@H](c1cccnc1)N1CCN(c2ccccc2F)CC1.

# 4
The following is a quantum chemistry calculation of a cluster of 2 separate species, C2H3NO2 in total, from OMol25.

Positions of all 8 atoms, in Å:
O1 1.02 -1.62 0.11
O2 -0.98 -0.31 -0.86
N1 0.84 -1.82 -1.07
C1 -0.37 1.22 0.88
C2 -0.70 0.48 -0.07
H1 -0.19 0.65 1.79
H2 0.70 -0.95 -1.55
H3 -0.32 2.35 0.76

The multiplicity is 1. As for the molar mass: 73.05 g/mol. The charge is 0. The calculation puts the LUMO energy (alpha / beta) at -0.08 / -0.08 eV. Its orbital gap (alpha / beta) is 9.02 / 9.02 eV. The calculation puts the largest force on an atom at 4.51 eV/Å. Its relative energy (zero: lowest compared OMol25 entry of this formula, charge and spin) is 4.655 eV. Its SMILES is C=C=O.N=O.

# 5
The following is a quantum chemistry calculation of a cluster of 5 separate species, C25H48BrF3N6O12PS in total, from OMol25.

Positions of all 97 atoms, in Å:
Br1 2.41 2.45 4.08
S1 -0.12 1.49 -2.46
P1 -1.21 2.44 -1.21
F1 0.89 -4.47 4.46
F2 1.77 -2.57 4.96
F3 -0.21 -3.03 5.64
O1 -2.41 3.16 -1.95
O2 -6.80 4.61 0.60
O3 -6.53 4.68 -1.57
O4 -0.45 3.62 -0.44
O5 -2.23 -6.63 -2.53
O6 2.86 2.26 1.36
O7 1.04 -2.59 2.35
O8 -2.93 -4.57 -2.28
O9 3.59 -3.67 -1.83
O10 2.19 -4.30 -0.26
O11 6.83 -0.66 0.05
O12 7.28 1.36 -0.66
N1 -5.32 1.56 1.49
N2 0.07 1.00 0.90
N3 -2.93 -0.42 2.23
N4 -1.66 0.03 1.85
N5 -2.01 1.45 -0.05
N6 -0.51 -0.31 2.53
C1 -3.49 1.36 -0.15
C2 0.64 -3.18 4.62
C3 -1.19 -7.58 -2.82
C4 6.66 0.52 0.18
C5 -2.00 -5.33 -2.36
C6 5.55 -2.22 -2.01
C7 5.83 1.08 1.31
C8 -1.25 0.84 0.87
C9 -7.44 6.66 -0.40
C10 4.23 -2.65 -2.61
C11 -5.76 6.29 -3.24
C12 -0.58 -4.84 -2.17
C13 -0.52 -8.09 -1.56
C14 2.77 -2.02 -0.19
C15 -4.18 2.24 0.90
C16 1.93 0.21 2.23
C17 0.05 -2.57 3.35
C18 -6.93 5.24 -0.41
C19 -0.37 -1.15 3.70
C20 7.82 3.53 0.31
C21 -6.80 5.26 -2.85
C22 7.01 2.77 -0.71
C23 2.45 1.64 2.31
C24 2.81 -3.41 -0.78
C25 0.49 0.28 1.92
H1 -3.45 2.62 1.62
H2 -0.77 -3.22 3.08
H3 2.42 -0.23 1.38
H4 -6.77 4.42 -3.55
H5 -1.69 -8.41 -3.33
H6 -0.36 -4.80 -1.11
H7 0.17 -5.45 -2.67
H8 6.05 -1.50 -2.65
H9 -7.92 6.96 -1.33
H10 -5.98 2.26 1.81
H11 3.49 -1.97 0.62
H12 -0.48 -7.17 -3.53
H13 6.21 -3.09 -1.89
H14 5.94 2.96 -0.62
H15 5.02 0.38 1.50
H16 0.22 -8.85 -1.80
H17 1.76 -1.89 0.19
H18 -6.62 7.33 -0.19
H19 7.65 4.60 0.21
H20 -0.51 -3.84 -2.59
H21 -3.76 0.32 0.00
H22 -1.26 -8.51 -0.89
H23 -2.87 -1.01 3.04
H24 -3.83 1.62 -1.14
H25 2.15 -0.35 3.12
H26 8.88 3.34 0.18
H27 -3.27 -1.01 1.48
H28 0.33 -0.71 4.40
H29 -2.07 3.92 -2.43
H30 0.90 -3.39 1.84
H31 -5.95 6.66 -4.25
H32 4.40 -3.10 -3.59
H33 -0.58 3.49 0.50
H34 -5.75 7.13 -2.55
H35 -7.82 5.66 -2.89
H36 -5.00 1.13 2.35
H37 5.38 2.04 1.10
H38 5.43 -1.78 -1.02
H39 -1.30 -1.20 4.25
H40 7.57 3.24 1.33
H41 2.96 -1.22 -0.90
H42 -4.57 3.10 0.37
H43 -4.77 5.84 -3.22
H44 6.44 1.16 2.21
H45 -8.19 6.74 0.38
H46 -0.02 -7.28 -1.02
H47 7.30 3.08 -1.71
H48 3.55 -1.81 -2.77

The multiplicity is 1. As for the molar mass: 824.63 g/mol. The charge is +1. The calculation puts the LUMO energy at -3.09 eV. Its orbital gap is 8.34 eV. The calculation puts the largest force on an atom at 2.75 eV/Å.